{
  "formula": "C5H7N3",
  "method": "ωB97M-V with the def2-TZVPD basis set",
  "smiles": "[H]/N=C(\\C)NC(=C)C#N",
  "spin_multiplicity": 1,
  "homo_ev": -8.2,
  "e_above_lowest_kj_mol": 616.32,
  "e_tot_ha": -358.7836,
  "species": ["C", "C", "C", "C", "C", "H", "H", "H", "H", "H", "H", "H", "N", "N", "N"],
  "coordinates": [[-2.4935, 0.0141, 0.0913], [-0.9006, 0.2732, -0.0057], [1.3749, -0.4339, 0.1183], [2.4007, -1.1365, -0.2493], [1.6794, 0.9929, 0.0503], [-2.3584, -1.2255, 0.1237], [-3.2262, 0.4043, -0.8845], [-2.6876, 0.2482, 1.0800], [-0.9883, 2.2823, -0.9365], [-0.2230, -1.6376, 1.1018], [2.3801, -2.2316, -0.5519], [3.2999, -0.4602, -0.5884], [-0.4265, 1.5881, -0.2270], [0.0257, -0.6792, 0.4103], [2.1434, 2.0014, 0.4674]],
  "mulliken_charge": [-0.84, 0.36, 0.25, -0.81, 0.37, 0.20, 0.29, 0.31, 0.22, 0.38, 0.28, 0.28, -0.57, -0.19, -0.54]
}